#1
DFT (ωB97M-V/def2-TZVPD) results for C27H36FN4O2SbSe4SiTi as an isolated structure.

The geometry in ORCA input format:
```
! wB97M-V def2-TZVPD RIJCOSX def2/J DEFGRID3
* xyz -2 1
Ti 0.110 -0.484 0.076
C 3.388 -1.402 1.095
N 2.596 -0.205 0.772
C 3.284 0.509 -0.315
C 2.462 0.618 1.972
C 3.586 1.187 2.548
C 3.514 1.961 3.697
C 2.263 2.159 4.271
C 1.129 1.603 3.713
C 1.181 0.798 2.549
N 0.075 0.254 1.971
C -1.162 0.315 2.663
C -1.387 -0.492 3.772
C -2.644 -0.571 4.350
C -3.689 0.176 3.833
C -3.466 1.007 2.745
C -2.216 1.079 2.144
N -1.967 1.867 0.978
C -1.466 3.185 1.310
C -3.021 1.881 -0.038
H 4.417 -1.117 1.351
H 3.410 -2.062 0.228
H 2.937 -1.929 1.930
H 4.356 0.621 -0.105
H 2.864 1.498 -0.453
H 3.173 -0.062 -1.240
H 4.552 1.021 2.082
H 4.407 2.388 4.134
H 2.166 2.765 5.165
H 0.163 1.777 4.167
H -0.572 -1.115 4.122
H -2.818 -1.252 5.174
H -4.688 0.075 4.235
H -4.295 1.557 2.316
H -1.160 3.702 0.397
H -2.220 3.807 1.824
H -0.591 3.098 1.958
H -3.423 2.893 -0.174
H -3.844 1.215 0.212
H -2.629 1.531 -0.997
C 1.082 -1.863 -4.142
Si -0.447 -1.374 -3.121
C -1.182 -3.029 -2.674
C -1.763 -0.542 -4.196
N 0.130 -0.159 -1.956
C 0.521 1.062 -2.441
C 0.701 1.443 -3.792
C 1.078 2.728 -4.155
C 1.302 3.719 -3.210
C 1.147 3.391 -1.867
C 0.776 2.112 -1.546
F 0.661 1.792 -0.214
H 0.786 -2.258 -5.119
H 1.601 -2.659 -3.601
H 1.794 -1.052 -4.308
H -1.057 -3.644 -3.575
H -2.244 -2.957 -2.444
H -0.701 -3.532 -1.839
H -1.635 -0.802 -5.252
H -1.763 0.546 -4.119
H -2.744 -0.898 -3.873
H 0.533 0.715 -4.571
H 1.196 2.955 -5.208
H 1.590 4.720 -3.502
H 1.310 4.104 -1.069
C 1.688 -4.477 -0.480
O 1.303 -3.109 -0.589
C 0.831 -2.473 0.566
O 0.896 -3.038 1.629
H 2.748 -4.571 -0.733
H 1.094 -5.058 -1.187
H 1.518 -4.841 0.531
Se -5.279 -1.211 -1.343
Sb -4.620 -2.696 0.434
Se -5.936 -2.448 2.407
Se -3.787 -4.901 0.030
Se -1.900 -1.550 0.095
*
```

For the lowest unoccupied orbital energy, the calculation gives 0.146 Eh. The frontier orbital gap is 5.83 eV.

These are the Mulliken partial charges, in e, on atoms 1 to 5:
1 Ti -0.647
2 C -1.707
3 N 1.359
4 C -1.215
5 C -0.278



#2
DFT (ωB97M-V/def2-TZVPD) results for C27H36FN4O2SbSe4SiTi as an isolated structure.

The geometry in ORCA input format:
```
! wB97M-V def2-TZVPD RIJCOSX def2/J DEFGRID3
* xyz -2 1
Ti 0.572 -0.040 0.432
C -2.172 -0.873 -3.073
N -1.074 0.063 -2.926
C -1.308 1.304 -3.619
C 0.216 -0.501 -3.033
C 1.056 -0.206 -4.107
C 2.352 -0.693 -4.159
C 2.830 -1.500 -3.138
C 2.005 -1.801 -2.068
C 0.704 -1.308 -1.986
N -0.074 -1.500 -0.825
C -0.612 -2.770 -0.702
C -0.284 -3.819 -1.570
C -0.764 -5.108 -1.371
C -1.591 -5.383 -0.305
C -1.978 -4.349 0.540
C -1.548 -3.044 0.344
N -1.922 -2.010 1.205
C -2.302 -2.376 2.552
C -2.783 -0.973 0.660
H -2.315 -1.165 -4.129
H -3.094 -0.411 -2.716
H -1.991 -1.771 -2.489
H -1.428 1.186 -4.712
H -0.489 1.996 -3.428
H -2.224 1.750 -3.228
H 0.696 0.436 -4.901
H 2.992 -0.429 -4.993
H 3.849 -1.868 -3.155
H 2.375 -2.391 -1.239
H 0.393 -3.637 -2.394
H -0.462 -5.897 -2.051
H -1.942 -6.392 -0.120
H -2.633 -4.557 1.374
H -3.293 -2.855 2.596
H -2.332 -1.478 3.168
H -1.554 -3.038 2.990
H -3.819 -1.333 0.542
H -2.411 -0.626 -0.304
H -2.781 -0.120 1.342
C 4.918 -1.763 0.638
Si 3.339 -1.205 1.566
C 2.336 -2.800 1.672
C 3.807 -0.521 3.259
N 2.572 -0.021 0.517
C 3.287 1.015 0.004
C 4.573 1.425 0.405
C 5.214 2.495 -0.196
C 4.610 3.225 -1.211
C 3.332 2.864 -1.626
C 2.731 1.797 -1.017
F 1.465 1.434 -1.394
H 5.040 -2.842 0.754
H 5.830 -1.287 1.001
H 4.838 -1.546 -0.429
H 2.828 -3.410 2.436
H 2.372 -3.359 0.732
H 1.298 -2.693 1.985
H 4.895 -0.483 3.376
H 3.396 -1.150 4.053
H 3.402 0.477 3.440
H 5.060 0.898 1.215
H 6.204 2.770 0.148
H 5.116 4.066 -1.667
H 2.801 3.398 -2.403
C 0.268 4.120 1.099
O 0.582 2.743 0.933
C -0.399 1.896 0.467
O -1.485 2.320 0.134
H 1.133 4.696 0.768
H 0.082 4.318 2.157
H -0.614 4.388 0.516
Se 1.761 1.061 6.147
Sb -0.042 -0.330 5.467
Se 0.404 -2.670 5.287
Se -2.288 0.494 5.617
Se 0.209 -0.021 2.676
*
```

For the lowest unoccupied orbital energy, the calculation gives 0.147 Eh. The frontier orbital gap is 5.99 eV.

These are the Mulliken partial charges, in e, on atoms 1 to 5:
1 Ti -0.857
2 C -1.101
3 N 0.968
4 C -1.310
5 C -0.571



Tell me which of them is the least stable. Sure, it is #1.



#1
DFT (ωB97M-V/def2-TZVPD) results for a single C2H4N2S2 molecule.

The geometry in ORCA input format:
```
! wB97M-V def2-TZVPD RIJCOSX def2/J DEFGRID3
* xyz 0 1
N -0.568 1.770 0.196
C -0.719 0.451 -0.126
S -2.057 -0.404 -0.069
C 0.566 -0.374 -0.126
N 0.490 -1.642 0.122
S 2.060 0.221 -0.088
H -1.350 2.437 -0.381
H 0.528 1.834 0.226
H 1.362 -2.203 0.208
H -0.312 -2.091 0.039
*
```

For the lowest unoccupied orbital energy, the calculation gives -0.032 Eh. The frontier orbital gap is 7.73 eV. The structure (SMILES) is NC(=S)C(N)=S.

These are the natural (NBO) partial charges, in e, on atoms 1 to 5:
1 N -0.803
2 C -0.011
3 S -0.047
4 C 0.031
5 N -0.710



#2
DFT (ωB97M-V/def2-TZVPD) results for a single C2H4N2S2 molecule.

The geometry in ORCA input format:
```
! wB97M-V def2-TZVPD RIJCOSX def2/J DEFGRID3
* xyz 0 1
N 1.190 1.163 0.000
C 1.266 -0.183 0.014
S 2.561 -1.173 0.020
C -0.090 -0.778 -0.077
N -1.128 -0.010 -0.056
S -2.690 -0.796 -0.001
H 0.287 1.630 -0.061
H 2.043 1.696 -0.076
H -0.088 -1.844 -0.158
H -3.351 0.296 0.394
*
```

For the lowest unoccupied orbital energy, the calculation gives -0.018 Eh. The frontier orbital gap is 8.34 eV. The structure (SMILES) is NC(=S)/C=N/S.

These are the natural (NBO) partial charges, in e, on atoms 1 to 5:
1 N -0.760
2 C 0.032
3 S -0.090
4 C 0.029
5 N -0.540



#3
DFT (ωB97M-V/def2-TZVPD) results for a single C2H4N2S2 molecule.

The geometry in ORCA input format:
```
! wB97M-V def2-TZVPD RIJCOSX def2/J DEFGRID3
* xyz 0 1
C 0.295 1.745 -0.017
C 0.631 -0.526 -0.504
N 0.603 0.876 -0.848
N -0.348 -0.998 0.419
S -0.110 1.590 1.657
S -1.773 -1.567 0.018
H 0.378 2.726 -0.465
H 0.692 -0.982 -1.433
H 1.613 -0.445 0.079
H -1.981 -2.419 1.094
*
```

For the lowest unoccupied orbital energy (alpha / beta), the calculation gives -0.043 / -0.079 Eh. The frontier orbital gap (alpha / beta) is 7.93 / 6.55 eV.

These are the natural (NBO) partial charges, in e, on atoms 1 to 5:
1 C -0.124
2 C -0.139
3 N -0.431
4 N -0.616
5 S 0.143



Tell me which of them is the least stable. Sure, it is #3.



#1
DFT (ωB97M-V/def2-TZVPD) results for a single C2H4N2S2 molecule.

The geometry in ORCA input format:
```
! wB97M-V def2-TZVPD RIJCOSX def2/J DEFGRID3
* xyz 0 1
S -0.201 1.328 -2.426
N -0.413 -0.262 -1.956
C -0.250 -0.728 -0.760
C 0.140 0.001 0.521
N -0.010 -0.630 1.658
S 0.828 0.135 3.003
H -0.512 1.246 -3.748
H -0.335 -1.814 -0.697
H 0.821 0.891 0.484
H -0.069 -0.166 3.921
*
```

For the lowest unoccupied orbital energy, the calculation gives -0.011 Eh. The frontier orbital gap is 8.67 eV. The structure (SMILES) is S/N=C\C=N\S.

These are the natural (NBO) partial charges, in e, on atoms 1 to 5:
1 S 0.206
2 N -0.539
3 C 0.033
4 C 0.006
5 N -0.490



#2
DFT (ωB97M-V/def2-TZVPD) results for a single C2H4N2S2 molecule.

The geometry in ORCA input format:
```
! wB97M-V def2-TZVPD RIJCOSX def2/J DEFGRID3
* xyz 0 1
S -2.008 -1.603 -0.025
C -1.701 -0.013 0.103
N -0.576 0.675 -0.057
N 0.627 0.110 -0.507
C 1.597 -0.210 0.354
S 2.944 -1.126 -0.042
H -2.439 0.730 0.383
H -0.619 1.653 -0.210
H 0.645 -0.506 -1.310
H 1.530 0.291 1.312
*
```

For the lowest unoccupied orbital energy, the calculation gives 0.006 Eh. The frontier orbital gap is 9.01 eV. The structure (SMILES) is S=CNNC=S.

These are the natural (NBO) partial charges, in e, on atoms 1 to 5:
1 S -0.081
2 C -0.090
3 N -0.413
4 N -0.437
5 C -0.043



Tell me which of them is the least stable. Sure, it is #1.



#1
DFT (ωB97M-V/def2-TZVPD) results for a 2-piece molecular cluster, C8H9NO3 overall.

The geometry in ORCA input format:
```
! wB97M-V def2-TZVPD RIJCOSX def2/J DEFGRID3
* xyz 0 1
N 0.193 5.143 0.717
O -0.892 5.658 0.807
O 1.312 5.585 0.805
C -0.212 -3.864 0.105
C -0.112 -2.377 -0.009
C -1.265 -1.582 -0.081
C -1.177 -0.179 -0.201
C 0.054 0.497 -0.151
C 1.201 -0.317 -0.179
C 1.127 -1.720 -0.059
C 0.149 2.095 -0.324
O 0.139 3.115 0.544
H 0.769 -4.339 0.142
H -0.758 -4.187 1.000
H -0.756 -4.307 -0.737
H -2.249 -2.080 -0.025
H -2.097 0.406 -0.355
H 2.189 0.157 -0.316
H 2.049 -2.331 0.015
H 1.131 2.259 -0.838
H -0.793 2.369 -0.860
*
```

For the lowest unoccupied orbital energy (alpha / beta), the calculation gives -0.037 / -0.068 Eh. The frontier orbital gap (alpha / beta) is 8.35 / 7.40 eV.

These are the natural (NBO) partial charges, in e, on atoms 1 to 5:
1 N 0.589
2 O -0.282
3 O -0.284
4 C -0.634
5 C -0.013



#2
DFT (ωB97M-V/def2-TZVPD) results for a 2-piece molecular cluster, C8H9NO3 overall.

The geometry in ORCA input format:
```
! wB97M-V def2-TZVPD RIJCOSX def2/J DEFGRID3
* xyz 0 1
C -2.330 -1.043 0.919
C -1.628 -1.842 0.131
C -0.222 -2.068 0.277
C 0.941 -2.268 0.508
C 2.362 -2.533 0.721
O 3.095 -2.394 -0.479
H -1.859 -0.528 1.769
H -3.365 -0.785 0.716
H -2.094 -2.336 -0.726
H 2.731 -1.854 1.511
H 2.530 -3.577 1.040
H 2.881 -1.518 -0.828
O -1.911 2.660 -1.574
C -0.952 2.218 -0.734
C 0.420 2.067 -1.120
C 0.978 1.609 0.030
O 0.057 1.498 0.998
N -1.188 1.902 0.481
H -2.728 2.699 -1.053
H 0.892 2.336 -2.046
H 1.984 1.292 0.305
*
```

For the lowest unoccupied orbital energy, the calculation gives 0.022 Eh. The frontier orbital gap is 9.63 eV. The structure (SMILES) is C=CC#CCO.Oc1ccon1.

These are the natural (NBO) partial charges, in e, on atoms 1 to 5:
1 C -0.316
2 C -0.289
3 C -0.023
4 C -0.037
5 C -0.134



Tell me which of them is the least stable. Sure, it is #1.



#1
DFT (ωB97M-V/def2-TZVPD) results for a 2-piece molecular cluster, C4H11N3O overall.

The geometry in ORCA input format:
```
! wB97M-V def2-TZVPD RIJCOSX def2/J DEFGRID3
* xyz 1 2
N 1.742 1.655 -1.436
C 0.775 2.111 -0.475
C -0.222 1.117 1.587
C 0.052 1.063 0.246
H 2.233 2.420 -1.893
H 1.358 1.068 -2.175
H 0.008 2.711 -1.023
H 1.273 2.779 0.229
H -0.672 0.272 2.071
H 0.103 1.957 2.197
H -0.318 0.231 -0.334
N -1.753 -2.044 -0.602
C -1.003 -2.072 0.538
N 0.340 -2.469 0.280
O -1.416 -1.775 1.636
H -2.748 -1.950 -0.467
H -1.435 -2.626 -1.358
H 0.882 -1.745 -0.173
H 0.799 -2.704 1.151
*
```

For the lowest unoccupied orbital energy (alpha / beta), the calculation gives -0.141 / -0.326 Eh. The frontier orbital gap (alpha / beta) is 9.49 / 4.44 eV.

These are the natural (NBO) partial charges, in e, on atoms 1 to 5:
1 N -0.552
2 C -0.327
3 C -0.129
4 C -0.111
5 H 0.403



#2
DFT (ωB97M-V/def2-TZVPD) results for a 2-piece molecular cluster, C4H11N3O overall.

The geometry in ORCA input format:
```
! wB97M-V def2-TZVPD RIJCOSX def2/J DEFGRID3
* xyz 1 2
C -0.703 -0.098 -1.958
C -1.148 -1.228 -1.313
N -1.157 -1.455 0.018
N -1.132 0.223 -3.228
H -0.134 0.678 -1.445
H -1.615 -2.015 -1.905
H -1.468 -0.667 0.598
H -1.629 -2.308 0.292
H -0.615 1.039 -3.545
H -2.121 0.475 -3.241
C 2.059 1.524 1.968
C 0.916 0.591 1.562
N 1.332 -0.654 1.211
O -0.262 0.901 1.564
H 2.642 1.100 2.786
H 1.576 2.436 2.311
H 2.730 1.726 1.136
H 0.642 -1.210 0.723
H 2.293 -0.935 1.209
*
```

For the lowest unoccupied orbital energy (alpha / beta), the calculation gives -0.139 / -0.259 Eh. The frontier orbital gap (alpha / beta) is 9.69 / 6.43 eV.

These are the natural (NBO) partial charges, in e, on atoms 1 to 5:
1 C 0.086
2 C 0.094
3 N -0.683
4 N -0.690
5 H 0.236



Tell me which of them is the least stable. Sure, it is #1.